Molecular formula: C40H104Cl2NO6PS2Si6Ta
Method: DFT, ωB97M-V/def2-TZVPD

Calculated values
total charge = -1
spin multiplicity = 1
HOMO energy = -4.73 eV
gap between HOMO and LUMO = 6.3 eV
electronic energy = -161780.099 eV
F_max = 4.09 eV/A

Structure (XYZ):
```
163
Properties=species:S:1:pos:R:3:forces:R:3:lowdin_charge:R:1
Ta 3.137 2.114 -5.950 -2.6 2.4 -2.1 1.42
Cl 2.308 6.856 -7.356 0.1 0.1 -0.1 0.48
Cl 2.930 1.473 -8.336 0.1 0.3 1.2 -0.08
S 2.661 -0.586 0.131 -0.8 -1.0 1.0 0.56
S 6.183 0.046 -7.270 0.1 -0.1 -0.1 -0.12
P 5.169 0.479 -5.621 0.5 0.0 -0.1 0.05
Si -0.508 -1.053 4.159 0.2 0.0 -0.5 0.36
Si -10.016 -3.627 2.806 -0.3 0.0 0.0 0.34
Si -7.154 -3.600 3.977 0.3 0.0 0.2 0.35
Si 7.769 1.140 0.993 -0.4 0.0 -0.2 0.35
Si 10.000 2.376 2.744 0.1 0.2 0.2 0.34
Si -2.194 -0.401 6.666 -0.2 0.1 0.1 0.34
O 3.004 -0.591 1.516 0.6 0.4 0.2 -0.28
O 9.245 1.357 1.701 0.1 0.0 0.0 -0.27
O 3.930 -1.140 -0.641 0.2 0.3 -0.1 -0.15
O 1.552 -1.416 -0.239 -0.3 0.2 -0.6 -0.29
O -1.017 -1.060 5.733 0.0 0.0 0.0 -0.27
O -8.374 -3.608 2.869 0.0 0.0 0.0 -0.27
N 1.540 3.510 -6.073 1.3 -1.8 0.9 -0.19
C 3.704 6.013 -6.579 -0.4 -0.2 -0.1 -0.61
C 9.131 2.368 4.402 0.0 0.0 -0.1 -0.16
C -2.092 0.284 -0.737 -0.1 -0.7 -0.4 -0.19
C 11.765 1.824 2.986 -0.1 -0.1 -0.1 -0.17
C -1.370 -2.665 -4.338 -0.2 0.5 0.2 -0.21
C 1.628 0.461 -5.448 1.0 -0.7 0.2 -0.40
C -3.878 -0.896 6.015 0.1 0.0 0.0 -0.17
C -7.283 -2.088 5.069 -0.2 -0.1 -0.1 -0.15
C -2.206 -1.125 -1.354 0.0 0.5 -0.2 -0.20
C 3.491 1.636 -1.325 0.1 -0.1 -0.3 -0.21
C -1.904 1.352 -1.806 -0.1 0.4 0.0 -0.21
C 3.360 2.563 -3.726 -0.1 -0.6 -0.6 -0.36
C 1.067 -2.031 -4.768 0.1 0.2 0.0 -0.20
C -2.494 2.716 -1.426 0.0 -0.2 -0.2 -0.22
C -3.646 -1.563 -1.594 0.2 -0.3 0.4 -0.20
C -3.753 -2.951 -2.231 -0.3 0.1 -0.1 -0.21
C -0.377 -1.574 -4.725 -0.2 -0.1 0.1 -0.24
C -2.018 -1.012 8.420 0.1 -0.1 -0.1 -0.17
C -10.572 -3.620 1.027 0.2 0.0 0.0 -0.16
C -5.511 -3.576 3.102 -0.1 0.0 -0.1 -0.16
C 2.404 1.082 -0.406 0.2 0.3 -0.3 -0.21
C -0.071 0.691 3.641 -0.1 0.0 0.1 -0.15
C -10.677 -5.165 3.644 0.1 0.1 0.0 -0.16
C 3.211 1.346 -2.816 0.2 0.2 0.2 -0.32
C 2.119 -0.976 -5.238 -0.7 -0.1 0.4 -0.31
C -4.121 3.225 -3.290 0.0 -0.2 -0.1 -0.11
C 6.462 0.902 2.305 0.1 0.1 0.0 -0.15
C -7.250 -5.133 5.048 -0.1 0.0 -0.1 -0.16
C -3.862 -2.954 -3.757 0.2 0.2 0.2 -0.21
C 9.997 4.119 2.064 0.0 -0.1 0.0 -0.16
C -2.065 1.466 6.659 0.0 -0.1 0.0 -0.16
C 0.996 -2.124 3.953 -0.1 -0.1 0.2 -0.15
C -2.801 -2.154 -4.501 0.0 -0.4 -0.3 -0.22
C 7.802 -0.355 -0.116 0.2 0.0 0.1 -0.15
C 4.200 4.826 -7.384 -0.1 -0.2 -0.1 -0.40
C 7.332 2.643 -0.033 0.1 0.0 0.1 -0.15
C 4.720 3.689 -6.472 0.2 -0.3 0.2 -0.40
C -3.966 2.826 -1.832 0.1 0.0 0.2 -0.27
C -10.713 -2.119 3.668 0.1 0.0 0.0 -0.16
C -1.871 -1.694 3.049 0.0 0.1 0.2 -0.15
H -2.780 1.900 7.361 0.0 0.0 0.0 0.03
H -3.043 -2.200 -5.564 0.0 0.2 -0.1 0.11
H 1.100 0.797 -4.552 -0.2 0.1 0.0 0.02
H 0.756 3.024 -6.501 -0.1 0.3 -0.3 -0.02
H -11.796 -2.073 3.535 0.0 0.0 0.0 0.03
H 1.240 3.739 -5.130 -0.2 0.4 -0.1 -0.03
H -1.246 0.274 -0.053 0.0 0.3 0.2 0.10
H 1.323 -2.326 -3.748 0.0 -0.2 0.1 0.10
H 4.459 1.213 -1.068 0.1 0.1 0.2 0.08
H -10.199 -4.494 0.491 0.0 0.0 0.0 0.03
H 9.040 1.351 4.789 0.0 0.0 0.0 0.04
H 0.924 0.451 -6.280 -0.1 0.3 -0.1 0.02
H -5.383 -4.454 2.465 0.0 0.0 0.0 0.04
H -6.419 -2.030 5.730 0.0 0.0 0.0 0.01
H -1.673 -1.100 -2.303 0.2 -0.1 0.0 0.07
H -3.844 -3.987 -4.102 -0.1 -0.1 -0.1 0.11
H -4.834 -2.533 -4.020 -0.2 -0.1 -0.1 0.11
H -0.701 -1.116 -5.660 0.1 0.0 -0.2 0.12
H 10.591 4.777 2.701 0.0 0.0 0.0 0.03
H 10.420 4.146 1.058 0.0 0.0 0.0 0.04
H -0.464 -0.789 -3.972 0.0 0.2 0.0 0.09
H -2.734 -1.025 3.044 0.0 0.0 0.0 0.02
H -11.663 -3.634 0.983 0.0 0.0 0.0 0.03
H 6.730 0.087 2.981 0.0 0.0 0.0 0.04
H -4.446 1.860 -1.665 -0.1 -0.1 0.1 0.10
H -6.386 -5.183 5.713 0.0 0.0 0.0 0.03
H -2.802 -0.576 9.042 0.0 0.0 0.0 0.03
H -10.282 -1.203 3.259 0.0 0.0 0.0 0.04
H 2.201 0.951 -2.896 -0.1 -0.1 -0.1 0.08
H 8.127 2.790 4.325 0.0 0.0 0.0 0.02
H 0.789 -3.162 4.224 0.0 0.0 0.0 0.03
H 11.813 0.816 3.401 0.0 0.0 0.0 0.03
H 8.540 -0.247 -0.913 0.0 0.0 0.0 0.04
H 1.315 -2.098 2.910 0.0 0.0 0.0 0.02
H -2.107 -2.099 8.473 0.0 0.0 0.0 0.03
H 7.191 3.526 0.594 0.0 0.0 0.0 0.03
H -2.377 1.029 -2.735 -0.1 -0.1 -0.1 0.10
H -0.847 1.462 -2.043 0.2 -0.1 0.0 0.10
H -1.707 -1.864 -0.730 0.0 -0.1 0.1 0.11
H -4.667 -0.554 6.689 0.0 0.0 0.0 0.03
H 3.620 -1.541 -1.464 0.0 -0.1 -0.2 0.10
H 6.405 2.471 -0.583 0.0 0.0 0.0 0.01
H -11.758 -5.235 3.510 0.0 0.0 0.0 0.03
H -10.505 -2.142 4.739 0.0 0.0 0.0 0.02
H 12.270 2.501 3.679 0.0 0.0 0.0 0.03
H 5.566 3.237 -6.991 0.1 -0.2 0.1 0.01
H -8.151 -5.131 5.666 0.0 0.0 0.0 0.02
H -3.952 -1.982 5.921 0.0 0.0 0.0 0.03
H 4.895 -0.694 -4.884 0.1 0.1 0.2 -0.11
H 2.876 -0.972 -4.458 0.3 0.0 -0.1 0.03
H -3.450 2.633 -3.911 0.1 0.0 -0.1 0.07
H -1.063 1.788 6.949 0.0 0.0 0.0 0.04
H -1.224 -3.559 -4.942 0.0 -0.2 0.0 0.12
H 6.820 -0.486 -0.576 0.0 0.0 0.0 0.02
H 3.577 2.708 -1.169 -0.1 0.2 0.0 0.11
H 2.581 -1.333 -6.155 0.2 0.0 -0.1 0.09
H -2.276 1.873 5.668 0.0 0.0 0.0 0.02
H -1.052 -0.730 8.843 0.0 0.0 0.0 0.03
H 12.315 1.830 2.044 0.0 0.0 0.0 0.03
H 3.406 4.471 -8.034 -0.2 0.0 0.0 0.04
H 8.118 2.866 -0.757 0.0 0.0 0.0 0.04
H -10.222 -6.064 3.222 0.0 0.0 0.0 0.04
H 1.828 -1.771 4.566 0.0 0.0 0.0 0.04
H -4.061 -0.458 5.032 0.0 0.0 0.0 0.03
H 1.446 1.070 -0.917 -0.2 0.0 -0.1 0.09
H 0.663 1.129 4.321 0.0 0.0 0.0 0.04
H -8.184 -2.116 5.687 0.0 0.0 0.0 0.03
H 6.052 1.138 -4.729 -0.1 -0.1 0.3 -0.10
H 2.577 3.280 -3.462 0.0 0.2 0.1 0.04
H -3.870 4.271 -3.448 0.0 0.1 0.0 0.07
H 5.499 0.658 1.851 0.0 0.0 0.0 0.02
H 1.150 -2.933 -5.375 0.0 -0.1 -0.1 0.10
H 5.002 5.158 -8.044 0.1 0.1 -0.1 0.10
H -10.223 -2.727 0.505 0.0 0.0 0.0 0.03
H -1.938 3.505 -1.931 0.1 0.2 0.0 0.11
H 4.322 3.043 -3.543 0.1 0.1 0.0 0.04
H -7.313 -1.177 4.467 0.0 0.0 0.0 0.04
H -4.704 -3.571 3.838 0.0 0.0 0.0 0.02
H 9.692 2.960 5.128 0.0 0.0 0.0 0.03
H -0.950 1.339 3.628 0.0 0.0 0.0 0.02
H 2.290 1.667 0.501 0.1 -0.1 0.2 0.10
H -2.377 2.872 -0.355 0.0 0.0 0.2 0.10
H -2.851 -1.100 -4.229 0.0 0.1 0.1 0.10
H 8.035 -1.262 0.444 0.0 0.0 0.0 0.03
H -4.121 -1.606 -0.611 -0.1 0.1 0.1 0.10
H 6.335 1.809 2.900 0.0 0.0 0.0 0.03
H -1.217 -2.922 -3.290 0.2 -0.3 0.0 0.10
H 4.461 6.777 -6.463 0.2 0.0 0.2 0.06
H 0.360 0.679 2.637 0.0 0.0 0.0 0.02
H -2.211 -2.680 3.374 0.0 0.0 0.0 0.03
H -5.401 -2.687 2.478 0.0 0.0 0.0 0.03
H -5.129 3.054 -3.658 -0.2 0.1 0.0 0.07
H 3.333 5.684 -5.615 0.0 0.0 0.1 0.04
H -1.506 -1.782 2.023 0.0 0.0 0.0 0.03
H 5.117 4.139 -5.556 0.2 0.0 0.1 0.03
H -2.916 -3.559 -1.892 0.1 -0.1 0.0 0.10
H -4.475 3.535 -1.181 -0.1 0.1 0.0 0.10
H -3.000 0.477 -0.165 -0.1 0.1 0.2 0.11
H -4.651 -3.442 -1.855 -0.1 -0.1 0.1 0.10
H 3.878 0.557 -3.162 0.1 -0.2 0.1 0.05
H -10.470 -5.153 4.715 0.0 0.0 0.0 0.02
H 8.984 4.523 2.014 0.0 0.0 0.0 0.02
H -7.262 -6.037 4.436 0.0 0.0 0.0 0.04
H -4.201 -0.823 -2.171 0.0 0.1 -0.2 0.11
```
Forces are in eV/Å.